No. 1
Here is C3H6N2S in the gas phase from the OMol25 dataset. Energies are from wB97M-V/def2-TZVPD.

Last column: Mulliken charge in e.
Cartesian coordinates (Å):
C: 1.3071 0.2565 0.0362  -0.55
C: 0.5172 -0.7574 0.4151  0.07
C: 0.6616 1.5802 -0.4144  -0.50
N: -0.8301 -0.6203 0.7385  -0.21
N: -1.7295 -1.5077 0.3184  -0.39
S: -1.1599 1.5484 -0.1810  -0.20
H: 2.4027 0.3248 -0.1353  0.30
H: 0.9467 -1.8268 0.5124  0.32
H: 1.1796 2.2049 0.3335  0.27
H: 0.8307 1.9268 -1.3864  0.38
H: -2.6266 -0.9554 0.1560  0.29
H: -1.4995 -2.1739 -0.3930  0.23

Calculated values
* highest occupied orbital energy (alpha / beta): -7.80 / -7.92 eV
* LUMO (alpha / beta): -0.55 / -0.38 eV
* energy relative to the best compared isomer or geometry (same formula, charge and spin): 101.20 kcal/mol
* orbital gap (alpha / beta): 0.2667 / 0.2769 Eh
* electronic energy: -17019.653 eV

***

No. 2
Here is a 2-piece molecular cluster, C3H6N2S overall from the OMol25 dataset. Energies are from wB97M-V/def2-TZVPD.

Last column: Mulliken charge in e.
Cartesian coordinates (Å):
C: 1.0395 -1.2968 -0.0082  -0.62
C: 1.0159 -0.0152 -0.4819  -0.18
C: 0.4297 1.1710 0.2957  -0.43
N: 0.2388 2.3828 -0.0407  -0.57
N: -1.6401 -1.0631 0.2512  -0.34
S: -2.5767 0.1932 0.0059  0.05
H: 1.1703 -2.1432 -0.6954  0.27
H: 0.3979 -1.5435 0.8514  0.30
H: 1.5252 0.3349 -1.3113  0.35
H: -0.0939 0.9349 1.1149  0.69
H: 0.6318 2.7046 -0.9274  0.20
H: -2.1385 -1.6594 0.9456  0.26

Calculated values
* highest occupied orbital energy (alpha / beta): -8.75 / -8.69 eV
* LUMO (alpha / beta): -1.52 / -1.49 eV
* SMILES: [H]/N=C\C=C.N=S
* energy relative to the best compared isomer or geometry (same formula, charge and spin): 106.69 kcal/mol
* orbital gap (alpha / beta): 0.2658 / 0.2646 Eh
* electronic energy: -17019.415 eV

***

No. 3
Here is a 3-piece molecular cluster, C3H6N2S overall from the OMol25 dataset. Energies are from wB97M-V/def2-TZVPD.

Last column: Mulliken charge in e.
Cartesian coordinates (Å):
C: -0.1655 -0.6596 0.0810  0.22
C: 0.1732 0.4782 1.3055  -0.50
C: 0.8694 0.1347 -0.6209  -0.20
H: -1.2878 0.1546 -1.8440  0.29
H: -1.5388 -1.9699 -1.1446  0.28
H: -0.1694 -1.8549 0.3736  0.28
H: -0.9359 0.8890 1.8793  0.26
H: 0.8817 0.0556 2.1762  0.24
H: 1.2208 2.1188 0.1626  0.19
N: -1.5757 -0.5042 -0.6560  -0.61
N: 0.9300 1.1599 0.2674  -0.06
S: 1.5980 -0.0021 -1.9801  -0.37

Calculated values
* highest occupied orbital energy: -8.68 eV
* LUMO: -0.01 eV
* energy relative to the best compared isomer or geometry (same formula, charge and spin): 163.38 kcal/mol
* orbital gap: 0.3185 Eh
* electronic energy: -17016.956 eV

***

No. 4
Here is C3H6N2S2 in the gas phase from the OMol25 dataset. Energies are from wB97M-V/def2-TZVPD.

Last column: Mulliken charge in e.
Cartesian coordinates (Å):
C: -0.3288 1.2701 -0.4182  -0.12
C: -1.0858 0.6268 0.4646  -0.44
C: 1.0819 0.8424 -0.5450  -0.64
N: -0.6596 -0.8744 2.5802  -0.52
N: 0.4144 -1.1966 -1.9234  -0.59
S: -0.9391 -1.1203 1.0809  0.16
S: 1.0559 -1.0165 -0.4872  0.15
H: -0.4752 2.1958 -0.8484  0.42
H: -2.0524 1.0117 0.7010  0.36
H: 1.5555 1.0016 -1.5005  0.36
H: 1.6494 1.2883 0.1821  0.40
H: -0.5115 -1.8179 2.9113  0.23
H: 0.2953 -2.2112 -2.1976  0.22

Calculated values
* highest occupied orbital energy (alpha / beta): -7.25 / -7.42 eV
* LUMO (alpha / beta): -0.15 / -0.01 eV
* SMILES: [H]/N=S1#S(=N\[H])/CC=C\1
* energy relative to the best compared isomer or geometry (same formula, charge and spin): 111.00 kcal/mol
* orbital gap (alpha / beta): 0.2610 / 0.2723 Eh
* electronic energy: -27854.283 eV

***

No. 5
Here is C3H6N2S2 in the gas phase from the OMol25 dataset. Energies are from wB97M-V/def2-TZVPD.

Last column: Mulliken charge in e.
Cartesian coordinates (Å):
C: -1.7635 0.0697 0.4431  -0.81
C: 0.5405 -0.0966 -0.3849  0.19
C: 2.3344 -0.6586 0.8680  -0.07
H: -2.6323 -0.5615 0.1695  0.27
H: -1.2697 -0.3773 1.3241  0.36
H: -2.1162 1.0576 0.7241  0.29
H: -1.2585 1.9189 -2.0265  0.15
H: 1.1909 -0.0182 -1.2518  0.31
H: 2.8948 -0.5420 -0.0594  0.20
N: -0.7716 0.1447 -0.6175  -0.09
N: 0.9836 -0.4294 0.7915  -0.39
S: -1.2700 0.5710 -2.1889  -0.15
S: 3.1377 -1.0784 2.2087  -0.27

Calculated values
* highest occupied orbital energy: -8.33 eV
* LUMO: -0.11 eV
* SMILES: CN(S)/C=N/C=S
* energy relative to the best compared isomer or geometry (same formula, charge and spin): 32.81 kcal/mol
* orbital gap: 0.3023 Eh
* electronic energy: -27857.674 eV

***

No. 6
Here is C3H6N2S2 as an isolated structure from the OMol25 dataset. Energies are from wB97M-V/def2-TZVPD.

Last column: Mulliken charge in e.
Cartesian coordinates (Å):
C: -1.0096 -1.2550 0.5978  -0.92
C: -1.8408 -0.5975 -0.5727  0.32
C: 0.2573 1.2861 -0.5155  -0.12
H: -1.4707 -2.3024 0.7925  0.33
H: 0.1915 -1.2767 0.3754  0.25
H: -1.2397 -0.7425 1.6839  0.26
H: 0.3954 1.8257 0.4367  0.39
H: 2.6089 1.5720 0.5060  0.26
H: 3.0853 0.2964 -0.3801  0.23
N: 1.3164 0.6677 -0.8227  -0.22
N: 2.3539 0.6671 0.0834  -0.41
S: -3.3613 -1.0216 -0.9586  -0.24
S: -1.2865 0.8807 -1.2260  -0.12

Calculated values
* highest occupied orbital energy: -8.66 eV
* LUMO: -0.15 eV
* energy relative to the best compared isomer or geometry (same formula, charge and spin): 70.61 kcal/mol
* orbital gap: 0.3128 Eh
* electronic energy: -27856.035 eV

***

No. 7
Here is C3H6N2S2 in the gas phase from the OMol25 dataset. Energies are from wB97M-V/def2-TZVPD.

Last column: Mulliken charge in e.
Cartesian coordinates (Å):
C: 0.5507 0.3365 -0.8113  0.34
C: -0.1070 -1.4477 0.8156  -0.43
C: -1.3852 -0.8221 0.2692  -0.41
H: -0.0479 2.0645 1.0500  0.21
H: 1.6903 1.8160 -1.5652  0.31
H: -0.0435 -1.5825 1.8926  0.25
H: 0.4176 -2.2075 0.2297  0.26
H: -1.6309 -1.1521 -0.7125  0.28
H: -2.2263 -0.5558 0.8945  0.23
N: 1.3185 1.4389 -0.6745  -0.23
N: -0.2027 -0.0281 0.3392  -0.31
S: 1.0959 2.6735 0.4793  -0.16
S: 0.5704 -0.5336 -2.2067  -0.35

Calculated values
* highest occupied orbital energy: -8.39 eV
* LUMO: 0.51 eV
* SMILES: S=C(NS)N1CC1
* energy relative to the best compared isomer or geometry (same formula, charge and spin): 50.58 kcal/mol
* orbital gap: 0.3270 Eh
* electronic energy: -27856.904 eV

***

No. 8
Here is C3H6N2S3 in the gas phase from the OMol25 dataset. Energies are from wB97M-V/def2-TZVPD.

Last column: Mulliken charge in e.
Cartesian coordinates (Å):
C: -0.9061 1.4077 -2.0590  -0.96
C: 0.9444 0.4362 -0.3486  -0.02
C: -0.1757 -2.0469 1.2709  -0.30
H: -0.1777 1.5693 -2.8450  0.33
H: -0.9325 2.2849 -1.4390  0.33
H: -1.8977 1.2439 -2.5021  0.32
H: 1.1839 1.4759 -0.5544  0.37
H: -0.6910 -2.8973 0.8195  0.42
H: 1.0360 0.0701 2.5718  0.17
N: 1.7682 -0.2284 0.3690  -0.49
N: -0.8302 -1.3515 2.1016  -0.27
S: -0.5739 -0.0588 -1.0536  0.14
S: 1.5143 -1.8904 0.7211  0.05
S: -0.2619 -0.0149 2.9478  -0.08

Calculated values
* highest occupied orbital energy: -8.73 eV
* LUMO: 0.47 eV
* SMILES: CS/C=N\S/C=N\S
* energy relative to the best compared isomer or geometry (same formula, charge and spin): 49.52 kcal/mol
* orbital gap: 0.3380 Eh
* electronic energy: -38692.403 eV

***

No. 9
Here is C3H6N2Si in the gas phase from the OMol25 dataset. Energies are from wB97M-V/def2-TZVPD.

Last column: Mulliken charge in e.
Cartesian coordinates (Å):
C: 1.8814 -0.7765 0.2350  -0.48
C: 0.5729 -0.9665 0.4664  0.02
C: 0.8869 0.8508 -0.6824  -0.14
N: 2.0599 0.3741 -0.4816  -0.56
N: -0.1548 0.0508 -0.0227  0.19
Si: -1.8390 0.4208 -0.0352  0.17
H: 2.7526 -1.3327 0.6092  0.35
H: -0.1113 -1.7596 1.0325  0.24
H: 0.5427 1.7497 -1.0000  0.42
H: -2.2862 -0.9444 0.2715  -0.09
H: -1.9343 0.9496 -1.3914  -0.06
H: -2.3707 1.3840 0.9987  -0.06

Calculated values
* highest occupied orbital energy: -8.84 eV
* LUMO: 0.79 eV
* SMILES: [SiH3]n1ccnc1
* energy relative to the best compared isomer or geometry (same formula, charge and spin): 0.00 kcal/mol
* orbital gap: 0.3538 Eh
* electronic energy: -14065.136 eV

***

No. 10
Here is an isolated ion of composition C3H6N3 and charge +1 from the OMol25 dataset. Energies are from wB97M-V/def2-TZVPD.

Last column: Mulliken charge in e.
Cartesian coordinates (Å):
C: -1.6991 0.2495 0.2598  -0.21
C: 0.7880 -0.6330 0.2946  -0.50
C: 0.4071 0.2106 1.4982  0.12
N: -0.7979 0.5363 1.5168  -0.28
N: -1.0430 0.4089 -0.8461  0.06
N: 0.3050 0.1229 -0.8904  -0.21
H: -2.6976 0.4516 0.1648  0.40
H: 1.9425 -0.6599 0.1838  0.32
H: 0.1601 -1.5885 0.3537  0.29
H: 0.9280 0.5431 2.3786  0.44
H: -1.4476 0.8834 -1.6594  0.30
H: 0.9472 0.6142 -1.5163  0.27

Calculated values
* highest occupied orbital energy: -15.06 eV
* LUMO: -5.18 eV
* SMILES: C1=NC=[NH+]NC1
* energy relative to the best compared isomer or geometry (same formula, charge and spin): 64.88 kcal/mol
* orbital gap: 0.3628 Eh
* total charge: +1
* electronic energy: -7668.563 eV

***

Repeat the tenth record exactly.
Here is an isolated ion of composition C3H6N3 and charge +1 from the OMol25 dataset. Energies are from wB97M-V/def2-TZVPD.

Last column: Mulliken charge in e.
Cartesian coordinates (Å):
C: -1.6991 0.2495 0.2598  -0.21
C: 0.7880 -0.6330 0.2946  -0.50
C: 0.4071 0.2106 1.4982  0.12
N: -0.7979 0.5363 1.5168  -0.28
N: -1.0430 0.4089 -0.8461  0.06
N: 0.3050 0.1229 -0.8904  -0.21
H: -2.6976 0.4516 0.1648  0.40
H: 1.9425 -0.6599 0.1838  0.32
H: 0.1601 -1.5885 0.3537  0.29
H: 0.9280 0.5431 2.3786  0.44
H: -1.4476 0.8834 -1.6594  0.30
H: 0.9472 0.6142 -1.5163  0.27

Calculated values
* highest occupied orbital energy: -15.06 eV
* LUMO: -5.18 eV
* SMILES: C1=NC=[NH+]NC1
* energy relative to the best compared isomer or geometry (same formula, charge and spin): 64.88 kcal/mol
* orbital gap: 0.3628 Eh
* total charge: +1
* electronic energy: -7668.563 eV

***

Question: Which formula does entry 1 have?
Answer: C3H6N2S